[1]
# C38H54N7OPbSSeSi3Te

A molecular structure, C38H54N7OPbSSeSi3Te (ωB97M-V with the def2-TZVPD basis set, the OMol25 dataset).

Atoms and positions in Å:
Pb 0.36382 1.09268 0.12776
C 1.42051 -0.46433 4.38561
C 1.38230 0.26599 3.08237
N 1.00686 -0.29075 1.98688
N 0.82917 -1.62334 1.92289
C 0.19285 -2.08654 0.88284
O -0.55819 -1.39436 0.07178
C 0.45113 -3.52891 0.63491
C 0.51233 -4.44729 1.67743
C 0.86590 -5.76187 1.42010
C 1.18631 -6.15995 0.13020
C 1.13879 -5.24423 -0.91119
C 0.76601 -3.93103 -0.66458
C 1.85415 1.65819 2.99150
C 2.29646 2.35711 4.10974
C 2.86551 3.60969 3.94639
C 2.99100 4.13331 2.67077
C 2.47923 3.40019 1.61273
N 1.91273 2.21180 1.76921
H 1.18363 -1.50925 4.21076
H 2.40490 -0.38787 4.84816
H 0.68105 -0.03712 5.06644
H 0.28367 -4.12839 2.68563
H 0.89658 -6.47997 2.22939
H 1.48830 -7.18220 -0.05689
H 1.41166 -5.55551 -1.91191
H 0.78418 -3.19465 -1.45936
H 2.19651 1.92546 5.09482
H 3.22383 4.16665 4.80150
H 3.44940 5.09636 2.49816
H 2.52966 3.77695 0.59766
N 2.22454 -1.25761 -4.17959
C 1.36113 -0.64599 -3.34937
S 1.87013 0.77535 -2.57017
N 0.23873 -1.34448 -3.12072
N -0.88513 -0.88069 -2.66523
C -1.47220 0.26539 -2.88101
C -1.09612 1.23253 -3.93536
C -1.09032 0.79653 -5.25801
C -0.78351 1.67981 -6.28172
C -0.47067 2.99816 -5.98948
C -0.47901 3.43796 -4.67264
C -0.79872 2.56230 -3.65006
C -2.67494 0.44771 -2.08230
C -3.49706 1.56963 -2.18999
C -4.53849 1.74386 -1.30483
C -4.70365 0.83780 -0.26277
C -3.91303 -0.28266 -0.23866
N -2.97759 -0.50758 -1.17107
H 3.16070 -0.90403 -4.25104
H 1.96641 -2.10486 -4.65755
H -1.34666 -0.23311 -5.48365
H -0.79035 1.33536 -7.30741
H -0.22455 3.68756 -6.78595
H -0.22581 4.46457 -4.44259
H -0.80777 2.90362 -2.62045
H -3.28887 2.28573 -2.97063
H -5.19250 2.59910 -1.39308
H -5.42865 1.00257 0.51946
H -4.00512 -1.02418 0.54080
C -3.11419 -2.99915 2.30805
Si -3.85116 -4.12179 0.98297
C -2.76078 -5.58704 0.51351
C -5.54960 -4.73880 1.51749
C -4.06580 -3.20601 -0.67357
Te -2.23690 -2.46043 -1.58399
C -3.37477 -2.38545 -3.40031
Si -2.98955 -3.90697 -4.50966
C -3.79012 -3.60541 -6.18762
C -3.68168 -5.44183 -3.66089
C -1.13150 -4.10670 -4.72191
H -2.69007 -3.59326 3.11966
H -3.87943 -2.35615 2.74948
H -2.31845 -2.35652 1.92405
H -2.37653 -6.11223 1.38664
H -1.90481 -5.26546 -0.08400
H -3.32561 -6.31162 -0.07838
H -5.46913 -5.42506 2.36292
H -6.05115 -5.27129 0.70771
H -6.19495 -3.91442 1.82735
H -4.87161 -2.47402 -0.68910
H -4.32315 -3.98405 -1.40175
H -3.14116 -1.46129 -3.92741
H -4.43345 -2.38044 -3.14460
H -4.82089 -3.25749 -6.10402
H -3.80102 -4.53257 -6.76432
H -3.23535 -2.86488 -6.76685
H -4.75274 -5.35387 -3.46650
H -3.17408 -5.63661 -2.71176
H -3.53896 -6.31906 -4.29411
H -0.65113 -3.15039 -4.90484
H -0.90555 -4.76269 -5.56551
H -0.67674 -4.53662 -3.82603
C -0.27883 5.13804 0.80873
Si -1.90251 4.40413 1.43496
C -3.22372 4.82637 0.15252
C -2.34370 5.06975 3.13778
Se -1.75259 2.09694 1.60017
H -0.43408 6.17663 0.50643
H 0.09411 4.58797 -0.05858
H 0.48894 5.12165 1.58147
H -3.28531 5.90737 0.00591
H -4.20573 4.47115 0.46794
H -2.98010 4.36791 -0.80715
H -2.52688 6.14606 3.09364
H -1.53815 4.88489 3.84908
H -3.24168 4.58381 3.52063

Computed properties:
frontier orbital gap = 5.63 eV
highest occupied orbital energy = -9.1 eV
F_max = 1.2 eV/A
ΔE to the lowest compared entry with this formula, charge and spin = 245.3 kJ/mol
charge = +1

Here are the Löwdin charges for atoms 1 to 8, given in e: number 1, Pb, carries 0.992; number 2, C, carries -0.006; number 3, C, carries -0.267; number 4, N, carries -0.081; number 5, N, carries 0.084; number 6, C, carries -0.471; number 7, O, carries -0.340; number 8, C, carries -0.180


[2]
# C38H55As3N3Os

A molecular structure, C38H55As3N3Os (ωB97M-V with the def2-TZVPD basis set, the OMol25 dataset).

Atoms and positions in Å:
Os -0.22889 0.75865 -0.17822
C -3.83702 -4.65720 3.06980
C -2.60899 -3.84840 3.49589
C -2.76480 -3.43305 4.96244
C -1.32868 -4.70048 3.37772
C -2.37262 -2.67448 2.58090
C -2.64558 -2.70347 1.20657
C -2.20120 -1.68300 0.38901
N -1.52845 -0.62226 0.83736
C -1.41580 -0.49404 2.17509
C -1.78630 -1.50057 3.05070
C -0.94442 0.81397 2.64069
C -1.27389 1.29067 3.90085
C -0.92595 2.57765 4.30929
C -0.17171 3.30716 3.38168
C 0.12535 2.77887 2.14384
N -0.28034 1.56586 1.73784
C -1.38130 3.15072 5.62637
C -2.44028 4.22271 5.30146
C -0.20333 3.79332 6.37186
C -2.01826 2.09922 6.53772
H -4.02810 -5.44575 3.79202
H -3.70373 -5.13119 2.10083
H -4.71843 -4.02015 3.03296
H -3.02034 -4.30937 5.55207
H -3.56026 -2.70340 5.08519
H -1.83753 -3.03683 5.37063
H -1.40928 -5.55119 4.04739
H -0.45406 -4.12254 3.67146
H -1.18290 -5.07088 2.36585
H -3.18873 -3.52213 0.76891
H -2.40174 -1.70264 -0.67777
H -1.59871 -1.37690 4.10213
H -1.83816 0.65651 4.56237
H 0.18846 4.29701 3.60864
H 0.69384 3.36333 1.43641
H -2.04737 4.99514 4.64615
H -2.75964 4.69293 6.22737
H -3.31269 3.77436 4.83030
H 0.19356 4.66044 5.85168
H 0.59604 3.06914 6.51766
H -0.53933 4.12184 7.35208
H -2.92433 1.68210 6.10442
H -2.29847 2.56820 7.47639
H -1.31531 1.30211 6.76605
C -0.76647 -3.67483 -2.13165
As 0.34928 -2.13214 -1.55829
C 1.07463 -2.88944 0.10579
C 1.98703 -2.55961 -2.61153
C 2.18752 -1.91351 -3.97994
C 3.46305 -2.48440 -4.61823
C 2.43807 -0.40941 -3.83711
As 1.16777 0.88996 -2.99392
C -0.24410 1.16149 -4.32674
C 2.28707 2.43925 -3.43217
C 0.98591 -2.11329 -4.91035
As 0.61544 -3.86919 -5.88103
C 1.73522 -3.80415 -7.47599
C 1.29549 -5.47892 -4.97126
H -0.32663 -4.59583 -1.74854
H -0.81335 -3.72794 -3.22238
H -1.78860 -3.60981 -1.76151
H 1.63715 -3.79603 -0.12393
H 0.28982 -3.13441 0.82186
H 1.75453 -2.16848 0.56571
H 1.99762 -3.64979 -2.71284
H 2.83943 -2.28406 -1.98276
H 4.33456 -2.25817 -4.00824
H 3.62088 -2.05896 -5.60752
H 3.39778 -3.56663 -4.70567
H 2.60002 0.02323 -4.83021
H 3.35788 -0.26378 -3.26143
H 0.21512 1.22318 -5.31532
H -0.73933 2.10861 -4.11127
H -0.99268 0.37139 -4.31930
H 2.65713 2.35633 -4.45514
H 3.14418 2.49768 -2.76008
H 1.70692 3.35447 -3.34587
H 1.06812 -1.42704 -5.75931
H 0.06561 -1.85331 -4.37214
H 1.61537 -2.86158 -8.00530
H 1.44062 -4.60891 -8.14814
H 2.78126 -3.95019 -7.20524
H 0.79005 -5.67221 -4.02841
H 2.37323 -5.42536 -4.81982
H 1.08898 -6.31203 -5.64427
N 2.51998 10.14424 -0.98682
C 2.19217 9.04825 -0.99140
C 1.79797 7.68871 -1.00828
C 0.47087 7.33757 -0.72268
C 0.09232 6.01525 -0.73937
C 1.03618 5.01438 -1.04083
C 2.36939 5.37913 -1.31777
C 2.74592 6.69967 -1.30735
C 0.67141 3.66350 -1.00630
C 0.41822 2.46598 -0.84940
H -0.24598 8.10968 -0.48613
H -0.92554 5.73460 -0.51501
H 3.09934 4.61518 -1.52842
H 3.76587 6.97967 -1.52084

Computed properties:
frontier orbital gap (spin up / spin down) = 4.91 / 2.35 eV
⟨S²⟩ = 6.071
highest occupied orbital energy (spin up / spin down) = -14.0 / -14.0 eV
F_max = 1.9 eV/A
charge = +3
2S+1 = 5

Here are the Löwdin charges for atoms 1 to 8, given in e: number 1, Os, carries 1.255; number 2, C, carries -0.027; number 3, C, carries -0.548; number 4, C, carries -0.036; number 5, C, carries -0.016; number 6, C, carries -0.111; number 7, C, carries 0.042; number 8, C, carries -0.160


[3]
# C38H55Cl2N5O2S3Sr

A molecular structure, C38H55Cl2N5O2S3Sr (ωB97M-V with the def2-TZVPD basis set, the OMol25 dataset).

Atoms and positions in Å:
Sr -1.13903 0.32272 1.04592
C -3.82313 -1.60578 1.09422
C -3.04773 -2.56498 2.01282
N -2.03243 -1.90068 2.80672
C -2.49213 -1.15928 3.96332
C -3.07533 0.19512 3.57572
N -2.13813 0.99852 2.84442
C -2.77263 1.68962 1.76852
C -3.50663 0.77692 0.83052
N -3.01013 -0.53458 0.60912
H -4.69513 -1.21128 1.63792
H -4.23593 -2.20438 0.26962
H -2.52513 -3.28998 1.38552
H -3.78473 -3.10748 2.63392
H -1.36613 -2.59878 3.11442
H -1.63043 -0.99448 4.61682
H -3.26413 -1.70398 4.53572
H -3.44433 0.69022 4.48952
H -3.96233 0.02942 2.96532
H -1.67723 1.67102 3.44632
H -2.02793 2.21602 1.20652
H -3.50713 2.45382 2.09042
H -3.54303 1.32352 -0.11018
H -4.56723 0.73872 1.15152
H -2.86453 -0.60968 -0.38818
C 2.41177 -1.51568 -0.86168
C 2.29047 -3.00488 -0.62188
S 0.95177 -3.43328 0.54612
C 0.13357 -4.81808 -0.34728
C -0.56723 -4.47008 -1.64868
S -1.57333 -2.93958 -1.51818
C -1.00863 -2.01428 -2.97818
C 0.47287 -1.70448 -3.03288
S 1.01837 -0.59708 -1.64628
H 2.45417 -0.98848 0.09902
H 3.29487 -1.32538 -1.47308
H 2.13687 -3.57268 -1.53618
H 3.21817 -3.34078 -0.15768
H 0.87377 -5.60028 -0.51868
H -0.59073 -5.18148 0.37952
H 0.14477 -4.32158 -2.45458
H -1.24113 -5.28308 -1.92348
H -1.32213 -2.56438 -3.86748
H -1.56413 -1.07948 -2.91598
H 1.09397 -2.59418 -3.02168
H 0.66857 -1.15338 -3.95448
Cl -3.05183 1.10342 -6.45918
C -1.34783 0.98762 -6.16208
C -0.56533 0.24482 -7.02438
C 0.79707 0.15232 -6.79008
C 1.35337 0.78192 -5.68888
C 0.55907 1.51662 -4.82458
Cl 1.27807 2.19062 -3.40578
C -0.82053 1.66082 -5.04728
N -1.64533 2.37032 -4.21458
C -1.33143 3.56782 -3.58338
C -0.48973 4.47972 -4.21458
C -0.15653 5.67022 -3.60018
C -0.67993 5.97472 -2.35588
C -1.54793 5.09032 -1.74248
C -1.88803 3.88622 -2.33898
C -2.77893 2.90722 -1.64998
C -1.96563 1.63242 -1.32538
O -2.26533 0.57942 -1.90268
O -1.03203 1.77072 -0.50998
H -1.01843 -0.23798 -7.87638
H 1.41957 -0.41288 -7.46418
H 2.40727 0.69642 -5.47818
H -2.57483 1.99592 -4.08908
H -0.09763 4.23872 -5.19078
H 0.51767 6.35742 -4.09128
H -0.41543 6.89912 -1.86418
H -1.96523 5.33562 -0.77468
H -3.63923 2.62142 -2.26308
H -3.14743 3.33562 -0.71248
C 5.06607 -1.11248 5.23692
C 3.75377 -1.26538 4.52422
C 2.88987 -2.29638 4.85472
C 1.70517 -2.43518 4.13932
C 0.75917 -3.55778 4.46342
C 1.40327 -1.53838 3.13692
C 2.22277 -0.44758 2.78212
C 3.43167 -0.37078 3.51642
N 1.80977 0.36902 1.77212
C 2.65417 1.52672 1.44502
C 4.06917 1.09982 0.96672
C 2.69447 2.50052 2.64252
C 2.02957 2.30282 0.28292
H 5.08217 -1.69738 6.15272
H 5.25507 -0.06978 5.48332
H 5.87827 -1.45208 4.59392
H 3.12777 -2.97608 5.65762
H 1.17247 -4.19568 5.24092
H 0.57407 -4.16218 3.57572
H -0.19333 -3.16878 4.82362
H 0.48597 -1.59658 2.54822
H 4.15977 0.39752 3.33302
H 4.10447 1.08582 -0.11818
H 4.82387 1.79632 1.32192
H 4.31547 0.10522 1.31342
H 3.30047 2.12882 3.45832
H 1.67037 2.60492 3.00142
H 3.07067 3.47312 2.33852
H 1.85147 1.62212 -0.54908
H 2.69507 3.10682 -0.02958
H 1.06577 2.70802 0.59272

Computed properties:
frontier orbital gap = 5.27 eV
highest occupied orbital energy = -5.5 eV
F_max = 13.0 eV/A
ΔE to the lowest compared entry with this formula, charge and spin = 154.8 kJ/mol
charge = 0

Here are the Löwdin charges for atoms 1 to 8, given in e: number 1, Sr, carries 1.593; number 2, C, carries -0.191; number 3, C, carries -0.185; number 4, N, carries -0.080; number 5, C, carries -0.186; number 6, C, carries -0.192; number 7, N, carries -0.219; number 8, C, carries -0.342


[4]
# C38H55ClF4N3O13

3 unconnected molecules or ions with the total composition C38H55ClF4N3O13 (ωB97M-V with the def2-TZVPD basis set, the OMol25 dataset).

Atoms and positions in Å:
C 1.77958 -5.14014 -3.33389
C 3.20257 -4.61570 -3.21325
C 3.37085 -3.58406 -2.10657
N 2.47677 -2.43529 -2.33649
C 2.50066 -1.52656 -1.19338
C 1.60435 -2.06947 -0.07924
C 0.38226 -1.21409 0.33827
C 0.82738 -0.28187 1.51960
C 0.51896 -0.95773 2.83576
O 1.34792 -1.65202 3.40968
Cl -1.09098 -0.80553 3.55989
C -0.33069 -0.54970 -0.87241
C -1.20129 0.66228 -0.52315
C -2.07342 0.62243 0.72347
O -1.63533 1.67760 1.54545
C -3.53387 0.90250 0.38255
F -4.09667 -0.10671 -0.31867
F -4.24689 1.05818 1.53187
F -3.67142 2.03752 -0.34296
C -1.21500 -1.69103 -1.44598
C -2.02866 -1.40876 -2.68674
F -2.07232 -2.13612 -0.46621
C 0.63864 -0.15311 -2.02590
C 0.30035 1.08599 -2.82588
C 1.23820 1.34769 -4.01812
C 1.47914 0.16590 -4.96739
C 2.65412 0.46519 -5.90084
N 3.93202 0.35558 -5.18955
C 4.87367 1.35570 -5.44666
C 5.77022 1.68966 -4.27979
O 4.97331 1.90074 -6.54175
N 2.08511 -0.17777 -1.66119
C 2.64434 0.92558 -0.79674
O 1.66358 1.77621 -0.34900
C 1.99962 3.16450 -0.42715
C 0.82724 3.99643 0.01331
O -0.03690 4.20870 -1.08853
C -1.43572 4.23097 -0.76346
C -2.22445 3.79154 -1.97397
H 1.68078 -5.67887 -4.27030
H 1.04260 -4.34831 -3.34405
H 1.54029 -5.85678 -2.55785
H 3.51753 -4.17445 -4.15325
H 3.84465 -5.44760 -2.95159
H 3.13671 -4.03789 -1.15056
H 4.41159 -3.25967 -2.12864
H 2.85269 -1.97168 -3.16263
H 3.52775 -1.48075 -0.83112
H 1.23364 -3.03462 -0.40325
H 2.20930 -2.26179 0.79602
H -0.27159 -1.94645 0.79176
H 0.45901 0.73305 1.46567
H 1.90567 -0.23109 1.55603
H -1.84631 0.91707 -1.35014
H -0.57380 1.53109 -0.38265
H -2.07691 -0.33580 1.23333
H -2.06394 1.63704 2.40667
H -0.53370 -2.51156 -1.68303
H -2.55626 -2.32044 -2.94134
H -1.42063 -1.14799 -3.54269
H -2.79389 -0.66273 -2.51764
H 0.56412 -0.96653 -2.73943
H 0.30799 1.98434 -2.22647
H -0.70661 1.01802 -3.21248
H 0.79573 2.13910 -4.60941
H 2.18264 1.75335 -3.64647
H 0.59813 0.06734 -5.58875
H 1.68780 -0.77042 -4.45261
H 2.53277 1.48412 -6.25692
H 2.62865 -0.16529 -6.77923
H 3.81605 0.26867 -4.19219
H 6.02473 0.78318 -3.73251
H 6.69573 2.12677 -4.61934
H 5.29023 2.37448 -3.58666
H 2.56540 -0.09495 -2.55531
H 3.40980 1.45496 -1.36100
H 3.15375 0.47011 0.04702
H 2.21817 3.43497 -1.46042
H 2.87775 3.37244 0.17916
H 1.24121 4.95904 0.31137
H 0.31182 3.54458 0.85586
H -1.65741 3.56782 0.06854
H -1.69342 5.25590 -0.51825
H -1.79854 4.21206 -2.87740
H -2.22011 2.71465 -2.05553
H -3.25154 4.12544 -1.88770
C -2.27774 5.29174 4.46289
C -3.07029 6.23357 4.99597
C -4.35671 5.88606 5.69686
O -5.00609 6.79748 6.16480
C -4.74540 4.48652 5.76979
C -3.95322 3.54995 5.23501
C -2.65900 3.89876 4.55349
O -1.98433 2.98605 4.10062
O -4.24492 2.25454 5.26797
O -2.78949 7.52311 4.95000
H -1.35178 5.53040 3.95964
H -5.67628 4.24688 6.26357
H -3.50836 1.79704 4.82749
H -3.51993 7.97982 5.41028
C -2.34312 -5.46028 4.00260
C -1.25447 -4.84149 4.47355
C -0.82438 -4.96512 5.90857
O 0.18791 -4.38002 6.24301
C -1.63726 -5.76627 6.80585
C -2.72990 -6.38557 6.33777
C -3.14731 -6.28017 4.89657
O -4.14103 -6.88441 4.54696
O -3.51889 -7.13134 7.09575
O -0.47005 -4.07440 3.72382
H -2.65970 -5.37908 2.97229
H -1.32743 -5.83721 7.83866
H -4.22755 -7.46205 6.51286
H 0.23940 -3.75367 4.31579

Computed properties:
frontier orbital gap = 7.82 eV
highest occupied orbital energy = -11.1 eV
F_max = 3.0 eV/A
charge = +1

Here are the Löwdin charges for atoms 1 to 8, given in e: number 1, C, carries -0.100; number 2, C, carries -0.232; number 3, C, carries -0.212; number 4, N, carries -0.007; number 5, C, carries -0.268; number 6, C, carries -0.044; number 7, C, carries -0.168; number 8, C, carries -0.101


Number 1: molar mass 1155.0 g mol⁻¹. Number 2: molar mass 968.9 g mol⁻¹. Number 3: molar mass 868.6 g mol⁻¹. Number 4: molar mass 873.3 g mol⁻¹.